The following is a DFT calculation (wB97M-V/def2-TZVPD) of a 2-piece molecular cluster, C2H7NO overall in a non-equilibrium geometry.

Structure (ORCA input):
```
! RIJCOSX wB97M-V def2-TZVPD def2/J DEFGRID3
* xyz 0 1
N -0.1154 1.5535 -4.4967
C 0.7288 0.3810 -4.4308
O 0.9190 -0.3269 -5.4281
H -0.8611 1.6001 -3.8566
H -0.5340 1.7256 -5.4702
H 1.1428 0.3339 -3.4478
C -0.2588 -1.0637 5.4866
H -0.2075 -2.1450 5.6713
H 0.2212 -1.0026 4.3302
H 0.2414 -0.4196 6.3667
H -1.2766 -0.6362 5.2754
*
```

HOMO-LUMO gap = 11.3 eV
SMILES = NC=O.C
ΔE to the lowest compared entry with this formula, charge and spin = 1.202 eV
Maximum force = 0.085 Eh/bohr